Formula: C3H14N2O3
Source: the Open Molecules 2025 dataset
Level of theory: wB97M-V/def2-TZVPD

Its spin multiplicity is 2. As for the expectation value of S²: 0.758. As for the total energy: -457.531257 a.u. Its frontier orbital gap (spin up / spin down) is 11.0 / 5.8 eV. The charge is +1.

XYZ file:
```
22
C3H14N2O3 wB97M-V/def2-TZVPD
C 0.60 0.62 0.17
C 1.13 1.96 0.70
O 0.46 2.47 1.77
N 0.87 0.45 -1.36
C 0.79 -0.87 -1.83
N 2.18 -1.34 -1.94
H -0.50 0.42 0.38
H 0.81 -0.29 0.79
H 2.16 1.82 1.07
H 1.11 2.70 -0.13
H -0.23 1.96 2.20
H 0.17 1.08 -1.81
H 0.45 -0.88 -2.94
H 0.25 -1.63 -1.32
H 2.53 -1.65 -0.98
H 2.75 -0.68 -2.28
H -3.17 -0.07 2.05
H -4.23 -0.18 1.08
O -3.58 -0.66 1.57
H -1.01 -2.16 1.28
H -2.23 -1.42 0.89
O -1.30 -1.66 0.63
```

For each atom in turn, the Löwdin charge in e is:
1. C -0.123
2. C -0.284
3. O -0.027
4. N 0.110
5. C -0.261
6. N 0.208
7. H 0.125
8. H 0.133
9. H 0.131
10. H 0.134
11. H 0.098
12. H 0.173
13. H 0.178
14. H 0.113
15. H 0.163
16. H 0.043
17. H -0.019
18. H 0.069
19. O 0.060
20. H -0.027
21. H 0.024
22. O -0.021